(1)
Below is a 9-piece molecular cluster, C40H78F5NO22S2 overall in a non-equilibrium geometry, with properties calculated with ωB97M-V/def2-TZVPD.

Structure (XYZ):
```
148
Properties=species:S:1:pos:R:3:mulliken_charge:R:1
N 1.484 6.464 3.044 -0.58
C 0.776 6.420 1.708 -0.48
C 1.643 5.558 0.567 0.22
C 1.582 3.963 0.951 -0.73
S 0.188 3.004 0.150 0.95
O -1.147 3.356 0.872 -0.67
O 0.127 3.091 -1.393 -0.51
O 1.048 5.910 -0.730 -0.34
C 1.853 6.886 -1.477 -0.47
C 2.348 6.144 -2.866 -0.26
O 3.788 5.829 -2.883 -0.32
C 4.229 5.170 -1.643 0.01
S 5.822 4.220 -2.099 1.05
O 6.245 3.193 -1.013 -0.61
O 5.466 3.381 -3.387 -0.60
C 7.224 5.389 -2.520 0.54
F 6.665 6.473 -3.376 -0.25
F 8.260 4.604 -3.270 -0.23
C 7.916 6.112 -1.192 0.57
F 8.497 7.410 -1.673 -0.22
F 8.967 5.243 -0.556 -0.21
F 6.936 6.461 -0.137 -0.23
H 2.396 5.945 2.879 0.26
H 1.792 7.432 3.300 0.31
H 0.652 7.548 1.337 0.29
H -0.326 5.967 1.777 0.21
H 2.759 5.898 0.709 0.07
H 1.400 3.909 2.129 0.38
H 2.651 3.471 0.776 0.42
H 0.430 1.625 0.454 0.18
H 1.108 7.762 -1.792 0.28
H 2.711 7.399 -0.870 0.32
H 1.684 5.160 -2.965 0.18
H 2.050 6.863 -3.768 0.30
H 3.486 4.365 -1.228 0.00
H 4.489 6.003 -0.848 0.21
C -0.172 -1.810 -5.278 -0.96
C -0.697 -2.205 -3.912 -0.08
O 0.042 -1.543 -2.867 -0.40
C -0.216 -0.294 -2.415 0.94
C -1.150 0.581 -3.199 -1.26
O 0.361 0.137 -1.423 -0.54
H -0.292 -0.739 -5.461 0.23
H -0.699 -2.356 -6.066 0.43
H 0.898 -2.025 -5.353 0.12
H -1.772 -2.031 -3.804 0.24
H -0.543 -3.280 -3.766 0.28
H -0.567 1.214 -3.873 0.30
H -1.703 1.213 -2.497 0.27
H -1.898 0.033 -3.769 0.45
C 10.843 7.739 -3.698 -0.69
C 11.636 7.584 -4.981 -0.59
O 11.487 8.744 -5.821 -0.37
C 12.220 9.876 -5.707 0.73
C 13.068 10.069 -4.483 -0.88
O 12.135 10.758 -6.555 -0.58
H 11.200 8.585 -3.104 0.27
H 10.914 6.834 -3.089 0.31
H 9.789 7.933 -3.921 0.26
H 12.692 7.361 -4.801 0.37
H 11.236 6.737 -5.549 0.31
H 12.509 10.655 -3.748 0.23
H 13.971 10.617 -4.771 0.30
H 13.408 9.141 -4.028 0.32
C 5.078 -2.544 -1.110 -0.87
C 5.465 -2.711 -2.567 -0.40
O 4.413 -3.360 -3.306 -0.36
C 3.344 -2.726 -3.841 0.71
C 3.070 -1.306 -3.441 -0.73
O 2.574 -3.328 -4.583 -0.60
H 4.197 -1.905 -0.998 0.19
H 5.900 -2.101 -0.541 0.35
H 4.824 -3.512 -0.669 0.30
H 5.753 -1.767 -3.039 0.37
H 6.340 -3.367 -2.632 0.29
H 2.348 -1.298 -2.619 -0.02
H 2.644 -0.781 -4.301 0.30
H 3.958 -0.747 -3.152 0.45
C -6.517 -1.980 -0.319 -1.24
C -5.865 -3.326 -0.564 -0.37
O -5.165 -3.336 -1.823 -0.41
C -3.902 -2.884 -2.005 0.76
C -3.256 -2.082 -0.913 -0.22
O -3.326 -3.066 -3.072 -0.63
H -5.775 -1.179 -0.253 0.20
H -7.093 -1.994 0.610 0.34
H -7.186 -1.723 -1.146 0.40
H -5.207 -3.633 0.254 0.46
H -6.643 -4.093 -0.638 0.49
H -3.400 -1.018 -1.117 0.16
H -2.185 -2.308 -0.906 0.17
H -3.623 -2.315 0.085 0.00
C -6.009 -6.054 4.986 -0.98
C -5.215 -6.209 3.703 -0.43
O -5.365 -5.049 2.863 -0.33
C -4.631 -3.917 2.977 0.75
C -3.784 -3.724 4.201 -1.04
O -4.717 -3.035 2.129 -0.66
H -5.652 -5.208 5.580 0.19
H -5.937 -6.959 5.595 0.33
H -7.063 -5.860 4.763 0.38
H -4.159 -6.431 3.883 0.40
H -5.616 -7.056 3.135 0.31
H -4.343 -3.138 4.936 0.27
H -2.881 -3.176 3.913 0.37
H -3.444 -4.652 4.656 0.29
C -9.279 1.686 2.732 -0.79
C -8.269 2.476 3.540 -0.39
O -7.795 1.707 4.662 -0.36
C -6.788 0.805 4.607 0.53
C -6.285 0.364 3.263 -0.60
O -6.346 0.305 5.636 -0.60
H -8.836 0.781 2.307 0.15
H -9.677 2.292 1.914 0.34
H -10.109 1.362 3.368 0.29
H -7.435 2.842 2.934 0.37
H -8.759 3.363 3.957 0.30
H -6.794 -0.560 2.975 0.09
H -5.209 0.175 3.342 0.32
H -6.406 1.107 2.478 0.35
C -5.604 -7.274 -3.023 -1.16
C -4.593 -6.484 -2.214 0.42
O -4.119 -7.253 -1.092 -0.33
C -3.112 -8.155 -1.148 0.74
C -2.609 -8.597 -2.491 -0.92
O -2.670 -8.655 -0.119 -0.60
H -5.160 -8.179 -3.447 0.33
H -6.002 -6.668 -3.841 0.37
H -6.433 -7.598 -2.386 0.32
H -3.759 -6.118 -2.821 0.32
H -5.083 -5.598 -1.797 -0.39
H -3.118 -9.520 -2.779 0.25
H -1.534 -8.785 -2.413 0.29
H -2.730 -7.853 -3.277 0.33
C -1.061 -4.675 8.914 -1.01
C -2.337 -4.318 8.176 -0.42
O -2.508 -5.152 7.014 -0.31
C -3.064 -6.386 7.027 0.84
C -3.290 -7.063 8.347 -1.19
O -3.310 -6.967 5.975 -0.53
H -1.085 -5.702 9.286 0.27
H -0.907 -4.003 9.763 0.37
H -0.199 -4.602 8.243 0.31
H -3.222 -4.353 8.819 0.36
H -2.263 -3.289 7.809 0.35
H -2.441 -7.716 8.565 0.29
H -4.201 -7.666 8.275 0.29
H -3.446 -6.377 9.178 0.39
```

As for the net charge: 0. The total energy comes out at -4576.289825 Ha. The structure (SMILES) is NC[C@@H](C[SH](=O)=O)OCCOCS(=O)(=O)C(F)(F)C(F)(F)F.CCOC(C)=O.CCOC(C)=O.CCOC(C)=O.CCOC(C)=O.CCOC(C)=O.CCOC(C)=O.CCOC(C)=O.CCOC(C)=O.


(2)
Below is C35H44BCl3NO20PS as an isolated structure in a non-equilibrium geometry, with properties calculated with ωB97M-V/def2-TZVPD.

Structure (XYZ):
```
106
Properties=species:S:1:pos:R:3:mulliken_charge:R:1
C 1.144 1.906 2.716 -1.55
C 0.843 1.749 1.216 0.22
C 2.034 1.195 0.303 -0.75
Cl 3.483 1.646 1.287 -0.14
C 1.913 1.578 -1.250 1.84
C 0.396 1.301 -1.558 -1.33
C -0.962 1.944 -1.270 -0.89
C -1.510 3.370 -1.494 -0.09
C -3.040 3.294 -1.290 -0.74
O -3.605 4.595 -1.232 -0.57
C 2.809 0.547 -2.140 -0.61
B 2.249 -0.986 -2.075 1.80
O 3.020 -2.086 -1.790 -0.59
O 0.960 -1.345 -2.516 -1.18
P 2.439 0.551 -4.082 0.01
O 3.830 0.847 -4.934 -0.43
Cl 1.412 2.207 -4.768 -0.20
C 4.329 0.490 -1.819 0.58
C 5.166 -0.390 -2.842 -1.80
N 4.876 0.077 -0.531 1.23
C 6.170 0.690 -0.162 -1.03
C 4.817 -1.200 0.067 0.45
C 3.721 -1.649 1.060 -1.13
O 5.649 -2.021 -0.107 -0.53
O 4.975 1.803 -2.040 -0.52
S 4.099 3.109 -2.285 1.80
O 4.833 4.189 -1.712 -0.82
O 4.050 3.350 -3.691 -0.69
C 2.394 3.077 -1.532 1.07
Cl 2.633 4.102 -0.007 -0.16
C 1.395 4.029 -2.211 -0.60
C 2.012 5.233 -3.008 -1.77
H 1.570 1.023 3.195 0.38
H 0.151 2.013 3.188 0.38
H 1.659 2.828 2.983 0.36
H 0.485 2.720 0.875 -0.09
H 0.044 1.001 1.196 -0.18
H 1.937 0.116 0.433 0.77
H 0.239 0.337 -1.046 -0.11
H 0.346 0.994 -2.606 0.79
H -1.368 1.715 -0.266 -0.25
H -1.697 1.351 -1.849 0.47
H -1.152 4.018 -0.686 0.11
H -1.373 3.809 -2.484 0.36
H -3.266 2.738 -0.370 0.27
H -3.487 2.756 -2.137 0.35
H -3.952 4.759 -0.349 0.34
H 2.600 -2.697 -1.170 0.37
H 1.029 -1.808 -3.362 0.25
H 4.033 -0.010 -5.339 0.38
H 5.703 0.248 -3.547 0.54
H 5.948 -0.971 -2.354 0.31
H 4.568 -1.058 -3.470 0.25
H 6.933 0.614 -0.941 0.32
H 6.565 0.140 0.695 0.46
H 6.039 1.702 0.224 0.29
H 2.743 -1.737 0.583 0.04
H 3.954 -2.638 1.453 0.45
H 3.678 -0.988 1.931 0.26
H 0.674 3.577 -2.885 -0.20
H 0.772 4.556 -1.496 0.37
H 2.081 4.910 -4.048 0.32
H 2.964 5.575 -2.608 0.35
H 1.294 6.058 -3.009 0.41
C -5.731 -1.423 0.811 -0.98
C -4.879 -0.546 1.356 0.14
C -3.428 -0.528 0.984 1.13
O -2.712 0.309 1.503 -0.41
C -2.947 -1.511 0.026 -1.07
C -3.798 -2.392 -0.519 0.24
C -5.258 -2.396 -0.167 1.11
O -5.987 -3.207 -0.705 -0.60
O -3.403 -3.308 -1.395 -0.52
O -5.265 0.358 2.256 -0.59
H -6.781 -1.446 1.070 0.46
H -1.894 -1.496 -0.221 0.61
H -4.207 -3.818 -1.634 0.28
H -4.464 0.871 2.492 0.29
C -2.782 3.639 5.918 -1.07
C -2.329 3.848 7.161 0.41
C -1.758 2.734 7.988 0.99
O -1.345 2.987 9.103 -0.61
C -1.731 1.395 7.412 -0.91
C -2.186 1.187 6.171 0.34
C -2.733 2.306 5.337 0.91
O -3.116 2.056 4.208 -0.44
O -2.181 -0.020 5.605 -0.59
O -2.357 5.048 7.733 -0.57
H -3.194 4.434 5.312 0.44
H -1.332 0.597 8.022 0.43
H -2.557 0.103 4.711 0.27
H -1.972 4.929 8.624 0.36
C -3.197 -9.131 -1.341 -0.97
C -1.877 -8.954 -1.484 0.38
C -1.300 -7.626 -1.871 1.02
O -0.093 -7.517 -1.968 -0.63
C -2.221 -6.522 -2.118 -1.01
C -3.537 -6.702 -1.978 0.27
C -4.114 -8.021 -1.565 0.97
O -5.320 -8.116 -1.437 -0.62
O -4.416 -5.717 -2.196 -0.56
O -1.004 -9.941 -1.291 -0.56
H -3.625 -10.083 -1.060 0.42
H -1.796 -5.572 -2.413 0.54
H -5.299 -6.105 -2.024 0.32
H -0.122 -9.554 -1.454 0.36
```

As for the net charge: 0. The total energy comes out at -5064.516797 Ha.


(3)
Below is C42H35ClN6O5SW as an isolated structure, with properties calculated with ωB97M-V/def2-TZVPD.

Structure (XYZ):
```
91
Properties=species:S:1:pos:R:3:mulliken_spin:R:1
W 0.123 0.115 0.457 0.86
Cl -7.127 1.297 -0.606 0.00
C -5.500 0.722 -0.399 0.00
C -5.130 -0.509 -0.964 0.01
C -3.853 -0.979 -0.813 -0.01
C -2.881 -0.238 -0.108 0.01
O -1.689 -0.731 0.004 0.01
C -3.264 0.998 0.464 0.02
C -2.392 1.788 1.261 0.03
N -1.111 1.653 1.429 -0.02
C -0.477 2.418 2.453 0.00
C -1.043 3.491 3.141 0.00
C -0.339 4.117 4.154 0.00
C 0.937 3.699 4.500 0.00
C 1.527 2.646 3.815 0.00
C 2.902 2.218 4.043 0.01
C 3.512 1.349 3.242 -0.02
C 2.848 0.661 2.109 -0.02
N 1.363 0.972 2.042 0.02
C 0.804 2.014 2.808 0.00
C -4.594 1.449 0.315 0.01
H -5.867 -1.082 -1.512 0.00
H -3.551 -1.930 -1.231 0.00
H -2.894 2.572 1.819 0.00
H -2.030 3.860 2.904 0.00
H -0.793 4.948 4.677 0.00
H 1.487 4.201 5.285 0.00
H 3.449 2.683 4.854 0.00
H 4.558 1.117 3.384 -0.02
H 3.502 -0.506 0.480 0.06
H -4.889 2.389 0.767 0.00
O -3.068 -1.250 3.215 0.00
C -2.597 -2.500 3.407 0.00
C -3.458 -3.425 4.000 0.00
C -3.042 -4.719 4.233 0.00
C -1.756 -5.125 3.878 0.00
C -0.903 -4.217 3.288 0.00
C -1.301 -2.900 3.040 0.00
C -0.358 -1.985 2.372 0.05
O -0.703 -0.700 2.253 -0.01
N 0.768 -2.381 1.895 -0.01
N 1.452 -1.222 1.381 0.03
C 1.876 -0.399 2.450 0.03
C 3.630 0.542 0.785 -0.01
C 5.087 0.869 0.911 0.36
C 5.654 1.894 0.227 -0.15
C 4.903 2.701 -0.656 0.45
C 3.545 2.416 -0.880 -0.16
C 2.928 1.380 -0.237 0.31
O 1.676 1.051 -0.490 0.13
H -2.333 -0.737 2.816 0.00
H -4.452 -3.093 4.269 0.00
H -3.723 -5.421 4.697 0.00
H -1.431 -6.140 4.062 0.00
H 0.098 -4.504 2.993 0.00
H 1.742 -0.729 3.473 0.00
H 5.694 0.230 1.542 0.01
H 6.715 2.085 0.346 0.00
H 5.379 3.517 -1.181 0.03
H 2.961 2.990 -1.589 -0.01
C -1.896 -1.584 -4.961 0.00
C -1.407 -0.151 -5.118 0.00
N -1.592 0.626 -3.891 0.00
C -2.838 1.382 -3.780 0.00
C -2.703 2.800 -4.314 0.00
C -0.675 0.600 -2.922 0.00
S -0.855 1.614 -1.554 -0.02
N 0.410 -0.166 -3.163 0.00
C 1.003 -0.872 -2.251 0.01
O 0.509 -1.115 -1.083 -0.01
C 2.280 -1.547 -2.576 -0.01
C 2.896 -2.327 -1.599 0.01
C 4.111 -2.937 -1.872 0.00
C 4.709 -2.776 -3.114 0.00
C 4.092 -2.001 -4.089 0.00
C 2.880 -1.388 -3.822 0.00
H -1.804 -2.122 -5.905 0.00
H -2.944 -1.607 -4.656 0.00
H -1.303 -2.102 -4.208 0.00
H -1.960 0.362 -5.906 0.00
H -0.352 -0.135 -5.379 0.00
H -3.142 1.393 -2.734 0.00
H -3.595 0.830 -4.340 0.00
H -1.953 3.349 -3.744 0.00
H -3.655 3.325 -4.230 0.00
H -2.407 2.797 -5.365 0.00
H 2.420 -2.438 -0.633 -0.01
H 4.592 -3.540 -1.112 0.00
H 5.657 -3.253 -3.324 0.00
H 4.560 -1.873 -5.056 0.00
H 2.391 -0.775 -4.567 0.00
```

The calculation puts the energy relative to the best compared isomer or geometry (same formula, charge and spin) at 3.446 eV. As for the net charge: 0. The multiplicity is 3.


(4)
Below is C10H30AlO5S5 as an isolated structure in a non-equilibrium geometry, with properties calculated with ωB97M-V/def2-TZVPD.

Structure (XYZ):
```
51
Properties=species:S:1:pos:R:3:nbo_charge:R:1
Al 0.820 -1.520 0.217 1.36
C -0.933 2.804 -1.758 -0.82
S 0.737 2.594 -1.127 1.30
O 0.671 1.255 -0.433 -0.89
C 1.634 2.280 -2.684 -0.79
H -1.584 2.789 -0.890 0.25
H -1.153 2.012 -2.474 0.24
H -1.060 3.733 -2.318 0.27
H 1.336 1.269 -2.971 0.24
H 2.718 2.301 -2.634 0.28
H 1.232 2.986 -3.411 0.26
C 5.715 -0.935 1.743 -0.79
S 4.095 -0.430 2.432 1.26
O 3.069 -1.149 1.582 -0.89
C 4.170 -1.210 4.093 -0.79
H 5.575 -1.333 0.739 0.27
H 6.088 -1.796 2.305 0.26
H 6.482 -0.167 1.786 0.28
H 3.862 -2.255 4.004 0.26
H 3.412 -0.772 4.738 0.25
H 5.183 -1.165 4.484 0.28
C -0.043 0.446 4.564 -0.81
S 0.877 1.331 3.267 1.30
O 0.953 0.352 2.103 -0.88
C -0.352 2.551 2.692 -0.80
H -1.033 0.216 4.179 0.26
H -0.089 1.091 5.447 0.28
H 0.494 -0.417 4.955 0.27
H -1.040 2.088 1.991 0.26
H 0.192 3.372 2.221 0.26
H -0.811 3.048 3.549 0.28
C -3.946 -1.796 0.289 -0.85
S -3.174 -0.187 0.219 1.24
O -1.752 -0.347 -0.298 -0.98
C -4.214 0.496 -1.121 -0.79
H -3.654 -2.268 1.226 0.26
H -3.562 -2.398 -0.540 0.24
H -5.026 -1.856 0.158 0.28
H -5.227 0.556 -0.732 0.28
H -3.962 0.000 -2.056 0.24
H -3.904 1.527 -1.306 0.24
C -1.443 -0.520 -4.178 -0.80
S -0.270 -1.860 -3.834 1.30
O 0.311 -1.704 -2.438 -0.95
C -1.401 -3.318 -3.784 -0.80
H -0.880 0.405 -4.115 0.24
H -2.211 -0.550 -3.403 0.23
H -1.931 -0.741 -5.126 0.28
H -1.072 -4.028 -3.031 0.27
H -1.493 -3.830 -4.743 0.28
H -2.407 -2.948 -3.577 0.24
```

The calculation puts the energy relative to the best compared isomer or geometry (same formula, charge and spin) at 0.455 eV. As for the net charge: +3.


(5)
Below is one molecule with the formula C2HFN4O3 in a non-equilibrium geometry, with properties calculated with ωB97M-V/def2-TZVPD.

Structure (XYZ):
```
11
Properties=species:S:1:pos:R:3:nbo_charge:R:1
O -0.043 3.405 0.126 -0.45
C 0.389 2.333 0.101 0.89
N 0.436 1.129 -0.068 -0.61
C 1.354 0.064 -0.005 0.29
N 2.649 -0.054 0.090 -0.18
N 3.609 0.661 -0.164 0.22
F 4.820 -0.111 0.027 -0.28
N 0.731 -1.133 0.078 0.45
O 1.293 -2.210 0.118 -0.32
O -0.629 -1.122 0.050 -0.52
H -1.123 -0.393 -0.275 0.52
```

The calculation puts the energy relative to the best compared isomer or geometry (same formula, charge and spin) at 0.983 eV. As for the net charge: 0. The structure (SMILES) is O=C=NC(/N=N/F)=[N+](/[O-])O.


Question: Which value of net charge does entry 2 give?
Answer: 0


Question: Which value of net charge does entry 5 give?
Answer: 0


Question: What is the formula in the third record?
Answer: C42H35ClN6O5SW